{"formula": "C9H10N4", "method": "ωB97M-V/def2-TZVPD", "smiles": "NCc1cn(-c2ccccc2)nn1", "relative_energy_kcal_mol": 55.70, "molar_mass_g_mol": 174.207, "gap_ev": 9.6, "elements": ["N", "C", "C", "C", "N", "C", "C", "C", "C", "C", "C", "N", "N", "H", "H", "H", "H", "H", "H", "H", "H", "H", "H"], "xyz": [[4.11007, 1.51259, -1.55570], [3.50747, 0.22362, -1.22042], [1.99938, 0.28666, -1.02977], [1.27418, -0.17261, 0.00236], [-0.01711, 0.21555, -0.33011], [-1.28287, -0.09315, 0.33535], [-2.49358, -0.01262, -0.30602], [-3.66819, -0.46801, 0.36374], [-3.60330, -1.02645, 1.69069], [-2.36897, -0.99502, 2.32814], [-1.24198, -0.49022, 1.67167], [-0.01809, 0.92248, -1.50257], [1.18105, 1.00095, -1.91706], [3.61483, 2.28642, -0.86140], [3.78867, 1.79857, -2.50303], [4.04543, -0.18648, -0.29253], [3.74953, -0.41716, -2.06840], [1.52046, -0.64926, 0.98980], [-2.53101, 0.29880, -1.32740], [-4.59255, -0.34802, -0.20115], [-4.48585, -1.49128, 2.17638], [-2.22200, -1.53306, 3.28189], [-0.26555, -0.66230, 2.27554]], "forces_ev_per_angstrom": [[-1.88, 2.96, 1.64], [0.26, -0.08, 0.57], [1.57, 0.83, -0.76], [-1.66, -0.17, 1.09], [-0.98, 0.08, 0.08], [1.74, 0.30, 0.81], [-1.43, -0.86, 0.80], [1.05, 0.10, 0.69], [-0.40, 0.72, -1.57], [0.13, -0.61, -0.19], [1.57, -1.30, 1.47], [-0.44, -0.63, 1.22], [1.05, -1.11, 0.64], [1.76, -2.39, -2.37], [0.20, -0.25, 0.98], [-1.02, 0.43, -1.26], [-0.05, -0.35, 0.17], [-0.28, 0.47, -1.60], [-0.12, 0.24, -0.38], [0.07, -0.35, 0.39], [0.67, 0.52, -0.48], [-0.19, 0.71, -0.45], [-1.60, 0.73, -1.46]], "mulliken_charge": [-0.67, -0.48, -0.52, 0.52, 0.61, 0.79, -0.35, -0.39, -0.54, -0.44, -0.39, -0.61, -0.39, 0.27, 0.31, 0.26, 0.30, 0.22, 0.46, 0.34, 0.34, 0.31, 0.04]}

***

{"formula": "C22H27N2O", "method": "ωB97M-V/def2-TZVPD", "smiles": "CN1CC[NH+](CC#CCC(O)(c2ccccc2)c2ccccc2)CC1", "relative_energy_kcal_mol": 15.41, "charge": 1, "molar_mass_g_mol": 335.471, "gap_ev": 9.4, "elements": ["C", "N", "C", "C", "N", "C", "C", "C", "C", "C", "O", "C", "C", "C", "C", "C", "C", "C", "C", "C", "C", "C", "C", "C", "C", "H", "H", "H", "H", "H", "H", "H", "H", "H", "H", "H", "H", "H", "H", "H", "H", "H", "H", "H", "H", "H", "H", "H", "H", "H", "H", "H"], "xyz": [[-5.30196, -1.44876, -2.31564], [-4.64366, -0.72848, -1.24484], [-3.21611, -0.97145, -1.19633], [-2.57032, -0.01625, -0.20066], [-3.17114, -0.21360, 1.14234], [-2.52592, 0.64822, 2.17844], [-1.11622, 0.32950, 2.23411], [0.03148, -0.01461, 2.17276], [1.37797, -0.43009, 1.88811], [1.57214, -0.33791, 0.34680], [0.58904, -1.22152, -0.20764], [2.97353, -0.82382, 0.00776], [3.98741, 0.03702, -0.38956], [5.24671, -0.45868, -0.68171], [5.50799, -1.81394, -0.58113], [4.50100, -2.67830, -0.18712], [3.24275, -2.18604, 0.10594], [1.31522, 1.07997, -0.14631], [0.63583, 1.28250, -1.34155], [0.39126, 2.56057, -1.81289], [0.82892, 3.66080, -1.09829], [1.51667, 3.47074, 0.08809], [1.75796, 2.19340, 0.56094], [-4.63553, -0.02300, 1.07123], [-5.23336, -0.98734, 0.05120], [-4.85317, -1.15891, -3.26263], [-5.22303, -2.53825, -2.20400], [-6.35348, -1.17222, -2.33318], [-2.79525, -0.78187, -2.18433], [-2.97671, -2.01569, -0.92058], [-1.49389, -0.19818, -0.13782], [-2.75044, 1.01585, -0.50490], [-2.98413, -1.19059, 1.40035], [-3.00951, 0.46634, 3.14259], [-2.67015, 1.69523, 1.89755], [2.10565, 0.18734, 2.41069], [1.51536, -1.46764, 2.19859], [0.97275, -1.64550, -0.98331], [3.79838, 1.09547, -0.47957], [6.02561, 0.22101, -0.99128], [6.49089, -2.19565, -0.80941], [4.69373, -3.73711, -0.10507], [2.46182, -2.86860, 0.41319], [0.29507, 0.43430, -1.91717], [-0.13435, 2.69324, -2.74664], [0.64473, 4.65820, -1.46631], [1.87395, 4.32130, 0.64836], [2.31014, 2.07777, 1.48052], [-4.82822, 1.00394, 0.75522], [-5.07418, -0.18724, 2.05725], [-6.30886, -0.81424, -0.01011], [-5.07535, -2.03104, 0.38508]], "forces_ev_per_angstrom": [[-0.02, -0.06, -0.02], [0.09, 0.00, 0.16], [-0.12, 0.27, 0.15], [0.48, -0.18, -0.93], [-0.02, -0.19, 0.13], [0.33, 0.30, 0.40], [0.41, -0.13, 0.22], [-0.90, 0.23, 0.26], [0.22, -0.20, -0.42], [0.30, 0.11, 0.16], [0.03, -0.09, 0.06], [-0.09, -0.05, -0.11], [-0.05, 0.01, 0.01], [0.10, 0.00, 0.01], [0.05, 0.02, -0.02], [0.01, -0.08, 0.00], [-0.04, -0.03, 0.04], [-0.11, -0.02, -0.03], [0.03, -0.11, 0.06], [-0.02, 0.05, -0.07], [-0.02, 0.07, -0.01], [0.03, 0.09, 0.04], [-0.05, -0.08, -0.05], [-0.94, -0.15, -0.07], [0.14, 0.24, -0.07], [-0.02, -0.03, -0.08], [-0.01, -0.05, -0.02], [-0.06, -0.03, -0.06], [0.10, -0.02, 0.07], [0.01, 0.00, -0.04], [-0.17, 0.04, 0.11], [-0.03, 0.00, 0.16], [0.00, 0.15, 0.05], [-0.11, 0.00, -0.19], [-0.19, -0.13, -0.06], [0.03, -0.03, 0.01], [0.12, 0.06, -0.03], [0.04, -0.01, 0.00], [0.01, 0.06, -0.04], [0.08, 0.06, -0.04], [0.10, -0.03, -0.03], [0.03, -0.09, 0.00], [-0.05, -0.05, 0.04], [-0.02, -0.06, -0.02], [-0.04, 0.03, -0.10], [-0.02, 0.10, -0.03], [0.03, 0.08, 0.05], [0.05, -0.03, 0.13], [0.13, -0.04, 0.07], [0.18, 0.02, 0.00], [0.04, -0.02, 0.12], [-0.04, 0.02, -0.01]], "mulliken_charge": [-1.05, -0.02, -1.00, 0.50, 0.06, -0.68, -0.07, 0.10, -0.97, 1.82, -0.68, -0.20, -0.20, -0.91, -0.44, -0.87, -0.34, -0.10, -0.03, -0.97, -0.51, -0.95, -0.15, -0.55, -0.71, 0.34, 0.39, 0.34, 0.51, 0.34, -0.76, 0.29, 0.49, 0.41, 0.36, 0.42, 0.48, 0.49, 0.39, 0.43, 0.42, 0.40, 0.42, 0.48, 0.43, 0.44, 0.44, 0.39, 0.36, 0.40, 0.49, 0.34]}

***

{"formula": "C4H12NO2", "method": "ωB97M-V/def2-TZVPD", "relative_energy_kcal_mol": 10.30, "charge": -1, "molar_mass_g_mol": 106.145, "gap_ev": 7.8, "elements": ["C", "O", "C", "H", "H", "H", "H", "H", "H", "C", "N", "C", "O", "H", "H", "H", "H", "H", "H"], "xyz": [[-2.08085, 0.35401, -1.21982], [-0.95681, 0.20453, -0.44888], [-2.43882, 1.82276, -1.43271], [-1.95890, -0.10702, -2.21907], [-2.96163, -0.14397, -0.76140], [-0.37341, -0.97392, 0.31952], [-1.62041, 2.33639, -1.93986], [-3.32947, 1.93233, -2.06923], [-2.64622, 2.33732, -0.49519], [1.95481, 0.76333, 1.37035], [1.95079, -0.10442, 0.20397], [1.55278, -1.44842, 0.54003], [0.19948, -1.59291, 0.93666], [0.99911, 0.77843, 1.90683], [2.16470, 1.78602, 1.05109], [2.73813, 0.46167, 2.07310], [1.21269, 0.24845, -0.40554], [2.13608, -1.81718, 1.39227], [1.75931, -2.10475, -0.31637]], "forces_ev_per_angstrom": [[0.52, -0.16, 0.59], [0.08, 0.11, -0.16], [-0.33, 0.14, -0.44], [-0.13, -0.04, -0.22], [-0.13, -0.02, -0.08], [0.16, -0.17, 0.35], [0.13, 0.03, 0.08], [-0.01, -0.05, 0.01], [0.12, -0.06, 0.17], [-0.10, 0.24, 0.13], [0.07, 0.07, 0.09], [-0.85, -0.55, 0.32], [0.11, 0.33, -0.40], [-0.02, -0.07, -0.02], [0.06, 0.02, 0.03], [0.03, -0.05, -0.06], [-0.06, 0.00, -0.17], [0.29, 0.11, -0.10], [0.05, 0.10, -0.13]], "mulliken_charge": [-0.42, -0.77, -1.17, 0.23, 0.23, 0.46, 0.27, 0.39, 0.28, -0.88, -0.56, -0.34, -0.61, 0.31, 0.31, 0.33, 0.42, 0.29, 0.23]}

***

{"formula": "C17H20F2N", "method": "ωB97M-V/def2-TZVPD", "relative_energy_kcal_mol": 52.43, "charge": 1, "molar_mass_g_mol": 276.350, "gap_ev": 7.8, "elements": ["F", "C", "C", "C", "C", "C", "C", "C", "C", "C", "F", "C", "C", "C", "C", "H", "H", "H", "H", "H", "H", "H", "H", "H", "C", "C", "C", "C", "N", "H", "H", "H", "H", "H", "H", "H", "H", "H", "H", "H"], "xyz": [[4.81471, 1.81215, -4.00487], [3.68362, 1.27719, -3.43425], [2.45413, 1.87571, -3.68256], [1.32524, 1.36871, -3.03116], [1.39436, 0.30357, -2.10004], [0.19545, -0.02611, -1.25103], [-0.22006, -1.46040, -1.02989], [-1.50546, -1.93159, -1.39498], [-1.94438, -3.21775, -1.04192], [-1.06014, -4.06854, -0.38240], [-1.44627, -5.36582, -0.12453], [0.21099, -3.65986, -0.00126], [0.59450, -2.34188, -0.29641], [2.65919, -0.28592, -1.91571], [3.80970, 0.22985, -2.53314], [2.38658, 2.73301, -4.35138], [0.35450, 1.84126, -3.23213], [-0.65236, 0.63073, -1.45517], [-2.17593, -1.26393, -1.94652], [-2.94209, -3.56819, -1.30709], [0.90333, -4.33472, 0.49857], [1.55798, -1.99561, 0.09412], [2.76124, -1.13611, -1.24117], [4.78513, -0.18410, -2.29929], [-2.28193, 2.23266, 4.57994], [-2.41190, 1.33066, 3.33247], [-1.15074, 1.54282, 2.48032], [-1.00541, 0.73234, 1.18811], [0.13974, 1.10829, 0.37192], [-3.15438, 2.14483, 5.24141], [-1.37339, 1.94756, 5.13691], [-2.17689, 3.28374, 4.26316], [-2.50993, 0.27339, 3.63156], [-3.31361, 1.59625, 2.75556], [-1.09370, 2.61675, 2.24879], [-0.29063, 1.32158, 3.13282], [-0.94581, -0.34195, 1.43753], [-1.85893, 0.89132, 0.52209], [0.73852, 1.84822, 0.84647], [0.74502, 0.23990, 0.29515]], "forces_ev_per_angstrom": [[-1.53, -0.81, 0.68], [0.89, 0.78, 0.04], [-0.43, -0.38, 0.00], [-0.23, 0.45, 0.19], [0.20, 0.57, 0.58], [-1.08, 0.13, -3.78], [0.16, 0.17, 1.60], [-0.19, 0.24, 0.33], [0.38, 0.44, -0.42], [-0.22, -1.12, 0.05], [0.46, 1.85, -0.27], [0.15, 0.66, -0.22], [0.22, -0.43, 0.14], [0.30, 0.17, 0.11], [-0.50, -0.54, 0.12], [-0.01, -0.32, 0.11], [0.45, -0.14, 0.17], [0.17, -0.66, -0.78], [0.17, -0.30, 0.25], [0.33, 0.11, 0.03], [-0.32, 0.13, -0.03], [-0.35, -0.23, -0.18], [0.15, 0.32, -0.21], [-0.13, 0.02, -0.18], [-0.01, -0.20, -0.26], [0.00, 0.05, -0.06], [0.44, 0.20, 0.02], [-1.34, -0.44, 0.30], [2.75, -1.42, 1.30], [0.30, 0.04, -0.19], [-0.39, 0.17, -0.07], [-0.08, -0.34, 0.23], [0.05, 0.33, -0.12], [0.28, -0.10, 0.18], [0.04, -0.16, -0.08], [-0.05, 0.05, -0.23], [-0.17, 0.41, -0.15], [-0.40, -0.16, 0.38], [-0.58, -1.01, -1.42], [0.11, 1.45, 1.82]], "mulliken_charge": [-0.28, 0.38, -0.61, -0.35, 0.44, -0.87, 0.49, -0.15, -0.78, 0.47, -0.28, -0.89, 0.14, 0.02, -0.81, 0.42, 0.35, 0.59, 0.43, 0.44, 0.45, 0.29, 0.18, 0.45, -1.22, -0.38, -0.90, -0.37, -0.28, 0.37, 0.32, 0.31, 0.34, 0.33, 0.41, 0.39, 0.20, 0.28, 0.37, 0.30]}